Molecular formula: C3H6N4
Method: DFT, wB97M-V/def2-TZVPD

Geometry as XYZ:
```
13
C3H6N4 (wB97M-V/def2-TZVPD)
C 1.3775 -0.5615 1.6262
N 1.3111 0.3353 0.4797
C 1.1890 1.5048 0.1358
N 1.2023 2.6227 -0.3686
H 0.4531 -1.1068 1.8052
H 2.2518 -1.2285 1.4348
H 1.5748 0.0155 2.5374
H 0.5759 2.9717 -1.0044
N -1.2808 -0.5738 -2.2383
C -1.9522 -0.9033 -1.2620
N -2.8363 -0.7537 -0.4695
H -0.3495 -0.9265 -2.6169
H -3.5166 -1.3959 -0.0594
```

Results
SMILES string ... CN=C=N.N=C=N
Molecular weight ... 98.11 g mol⁻¹
F_max ... 0.06373 hartree/bohr
HOMO level ... -0.3412 Eh
Net charge ... 0